{"formula": "C37H41NOP3PdS", "method": "ωB97M-V/def2-TZVPD", "fmax_ev_per_a": 0.6, "multiplicity": 1, "charge": -1, "e_homo_ev": -2.19, "e_tot_ha": -3114.6256, "relative_energy_ev": 0.000, "elements": ["H", "H", "H", "S", "H", "H", "P", "H", "H", "H", "H", "C", "H", "H", "O", "C", "H", "C", "C", "C", "C", "C", "C", "H", "C", "H", "H", "C", "H", "Pd", "C", "C", "C", "C", "H", "H", "H", "H", "H", "H", "H", "C", "H", "P", "C", "C", "C", "H", "H", "C", "C", "P", "C", "H", "C", "H", "C", "H", "C", "H", "H", "H", "C", "C", "C", "C", "H", "C", "C", "C", "H", "H", "H", "H", "C", "H", "H", "C", "C", "C", "H", "C", "C", "H", "N"], "xyz": [[0.5368, -0.3590, 1.6290], [-1.7533, 4.2828, -0.8275], [8.1189, 0.5509, 0.6566], [-1.9235, -2.8661, -1.1361], [-2.4500, 1.4318, 1.6910], [5.0536, 1.9001, -1.3212], [5.6224, 0.6462, 0.6771], [3.4921, -1.6025, 1.6202], [1.9856, -2.3678, 1.0943], [-1.1266, 6.6138, -1.2439], [4.9305, -0.8136, -2.1554], [3.0225, -2.1682, 0.8151], [-6.7518, -1.1280, -3.5050], [0.1857, 1.3713, 5.5391], [3.6658, 3.4809, 0.6193], [-5.8368, -1.4692, -3.0372], [6.1989, 2.7731, -0.3096], [-2.7427, -4.5522, 2.4572], [-0.3611, 5.8941, -0.9765], [-0.1706, 2.6894, 3.8825], [0.1317, 1.4643, 4.4609], [0.2576, 3.6232, -0.4216], [-3.5464, -2.1703, -3.2131], [-1.7165, 1.9854, -2.4871], [0.0246, 1.7172, 1.6771], [-4.7539, -1.5884, -4.8864], [1.2177, -2.4762, -1.5755], [7.3333, 0.6765, 1.4078], [7.4337, -0.1123, 2.1571], [2.3076, 0.9164, -0.3562], [-3.7598, 1.7055, -1.9224], [2.6736, 3.0009, 0.0739], [-4.7175, -1.7287, -3.8137], [-3.4283, -5.0236, -0.1942], [-4.8439, 1.1791, 1.2360], [2.9645, 5.6408, -0.3566], [-4.5343, -6.7001, 0.5470], [3.5413, -3.1240, 0.6820], [5.8843, -1.7437, 0.5863], [6.8387, -0.9846, -0.6791], [-4.1218, 1.7726, -2.9420], [0.9646, 6.2930, -0.8527], [-3.9306, -6.2783, 2.9088], [-0.0511, 1.8240, -0.1671], [-4.6511, 1.4800, -0.8793], [-2.2625, -3.7113, 1.4590], [5.8521, -0.9819, -0.2006], [2.3003, -2.0058, -2.8844], [0.6312, -0.5920, 4.0928], [-2.6196, -3.9457, 0.1446], [5.9559, 1.7931, -0.7206], [3.0306, -1.1450, -0.7210], [-5.7836, -1.6351, -1.6591], [-1.6026, -2.8811, 1.6845], [-3.8999, -5.8608, 0.8028], [-4.5678, -2.1915, 0.0202], [0.3782, 0.3646, 3.6511], [-2.6622, -2.3710, -3.8061], [-3.5601, -5.6228, 2.1310], [-5.7112, 1.3805, -1.0772], [7.4755, 1.6345, 1.9115], [-3.6984, -5.1965, -1.2298], [0.3273, 0.4910, 2.2695], [1.9254, 5.3629, -0.4918], [2.2674, -2.3751, -1.8580], [-0.7124, 4.5700, -0.7507], [1.2397, 7.3274, -1.0282], [-4.6152, -2.0682, -1.0549], [-3.5037, -2.3481, -1.8381], [-1.8980, 1.7688, -0.3591], [-0.4521, 3.7736, 2.0550], [-6.6523, -1.4152, -1.0516], [4.9409, -2.4451, -1.4878], [-1.7208, -1.0840, 0.0773], [4.7961, -1.3869, -1.2341], [2.7702, -3.3451, -1.8047], [6.7886, 1.4333, -1.3348], [1.5874, 4.0303, -0.2795], [-2.8033, 1.5077, 0.6700], [-2.4058, 1.8331, -1.6626], [-0.3558, 3.5544, 4.5083], [-0.2253, 2.8120, 2.5013], [-4.1634, 1.3675, 0.4128], [-2.4718, -4.3692, 3.4892], [-1.1328, -1.6839, -0.5048]], "mulliken_charge": [0.137, 0.293, 0.308, -0.028, 0.321, 0.164, 0.590, 0.282, 0.264, 0.405, 0.339, -1.292, 0.373, 0.362, -0.581, -0.401, 0.403, -0.592, -0.670, -0.786, -0.488, 0.277, -0.563, 0.471, 0.552, 0.399, -0.161, -1.304, 0.388, -1.500, -0.816, -0.669, -0.546, -0.212, 0.367, 0.446, 0.378, 0.436, 0.349, 0.632, 0.427, -0.506, 0.365, 1.417, -0.431, -0.280, -1.185, 0.375, 0.441, -0.043, -1.270, 1.319, -0.807, 0.591, -0.559, 0.476, -0.714, 0.400, -0.439, 0.420, 0.383, 0.390, -0.221, -0.744, -0.867, -0.388, 0.350, 0.109, 0.269, 0.303, 0.412, 0.401, 0.428, -0.161, -0.944, 0.380, 0.504, 0.762, -0.192, -0.348, 0.395, -0.199, -0.816, 0.396, 0.077]}

{"formula": "C5H8N2", "method": "ωB97M-V/def2-TZVPD", "fmax_ev_per_a": 1.1, "multiplicity": 1, "e_homo_ev": -9.98, "e_tot_ha": -304.7768, "relative_energy_ev": 1.598, "elements": ["N", "C", "C", "H", "H", "C", "N", "H", "C", "H", "H", "H", "H", "H", "C"], "xyz": [[-0.1584, -2.8580, 1.5927], [1.4165, -0.5370, -1.2766], [-0.7386, -0.6997, 0.2580], [1.2465, -1.1992, -2.1321], [1.9406, -1.0959, -0.4966], [-0.6767, 1.6539, 0.9621], [0.0606, 0.4556, 0.6152], [-0.0155, 2.5197, 0.8735], [-0.3876, -1.9247, 0.9491], [2.0615, 0.2858, -1.6036], [-0.4812, 0.5769, -1.4735], [-1.5670, 1.8157, 0.3318], [-0.9969, 1.5692, 2.0052], [-1.8160, -0.5675, 0.1473], [0.1123, 0.0050, -0.7527]], "mulliken_charge": [-0.427, -1.392, 0.051, 0.319, 0.366, -0.848, -0.326, 0.278, -0.174, 0.318, 0.409, 0.337, 0.294, 0.415, 0.380]}

{"formula": "C4H9NO", "method": "ωB97M-V/def2-TZVPD", "fmax_ev_per_a": 0.3, "multiplicity": 1, "e_homo_ev": -9.35, "e_tot_ha": -287.8078, "relative_energy_ev": 0.670, "elements": ["H", "C", "H", "H", "H", "H", "C", "O", "C", "C", "H", "H", "N", "H", "H"], "xyz": [[-1.3953, 0.2214, -1.6381], [0.5377, 0.8271, 1.4152], [2.3546, 0.8385, -0.2805], [1.4495, 1.4489, 1.4910], [-0.9991, -1.0824, 1.1135], [1.3199, 0.3376, -1.6235], [1.6528, 0.0651, -0.6132], [-0.3660, 0.8853, 2.2273], [-0.6228, -0.8266, 0.1189], [-1.7278, -0.1023, -0.6458], [-2.5952, -0.7591, -0.7724], [-2.0499, 0.7770, -0.0785], [0.5569, 0.0065, 0.3324], [-0.3203, -1.7549, -0.3797], [2.2051, -0.8821, -0.6666]], "mulliken_charge": [0.273, 0.122, 0.288, 0.275, 0.311, 0.288, -0.835, -0.574, -0.595, -0.962, 0.324, 0.296, 0.144, 0.356, 0.289]}